[1]
{"formula": "C22H35AlBrCl4CsF2KN2O19S4", "method": "ωB97M-V/def2-TZVPD", "e_tot_ev": -257623.5374, "e_lumo_ev": -7.60, "relative_energy_kcal_mol": 0.0, "total_charge": 1, "homo_lumo_gap_ev": 2.530, "species": ["C", "C", "C", "C", "C", "C", "C", "C", "C", "C", "O", "C", "O", "C", "O", "O", "H", "H", "H", "H", "H", "H", "H", "H", "H", "H", "H", "H", "H", "H", "H", "H", "H", "H", "H", "H", "Al", "O", "S", "O", "O", "O", "N", "C", "C", "C", "C", "H", "H", "H", "H", "H", "Br", "N", "S", "O", "O", "F", "S", "O", "O", "F", "C", "O", "C", "O", "O", "C", "H", "H", "H", "H", "H", "H", "C", "Cl", "Cl", "Cl", "Cl", "C", "C", "O", "S", "O", "O", "O", "H", "H", "H", "H", "K", "Cs"], "coordinates": [[0.4613, -0.9721, -0.4651], [0.6144, -1.4118, -1.9259], [1.1622, -0.3257, -2.8642], [0.2026, 0.8439, -3.1669], [-1.2304, 0.4013, -3.5950], [-2.2214, 0.7367, -2.4872], [-3.7231, 0.3869, -2.8077], [-3.7364, -1.0248, -3.3374], [-5.1513, -1.5104, -3.6948], [-6.0266, -1.7851, -2.5098], [-5.4112, -2.8251, -3.3728], [-4.4408, 0.6890, -1.5091], [-4.4290, 2.1218, -1.5154], [-4.6456, 2.4387, -2.8320], [-5.1595, 3.4289, -3.1954], [-4.1809, 1.4569, -3.6401], [1.0804, -0.1219, -0.1868], [-0.6023, -0.6991, -0.2385], [0.6944, -1.8310, 0.1989], [-0.3397, -1.8385, -2.3118], [1.3565, -2.3043, -1.9051], [2.0665, 0.1083, -2.4647], [1.3813, -0.8143, -3.8135], [0.1344, 1.4769, -2.2839], [0.6275, 1.3730, -4.0140], [-1.1572, -0.6655, -3.7929], [-1.5134, 0.8845, -4.5285], [-1.9520, 0.1482, -1.6059], [-2.1250, 1.7935, -2.2594], [-3.2202, -1.1294, -4.2864], [-3.4185, -1.7376, -2.5798], [-5.6375, -1.0879, -4.5660], [-7.0754, -2.0022, -2.6303], [-5.5055, -1.9462, -1.5763], [-3.9487, 0.2192, -0.6611], [-5.5013, 0.4474, -1.4354], [-1.3166, -2.5853, -0.0780], [-7.4217, 1.3589, -5.1225], [-6.4723, 1.4184, -6.2284], [-5.6880, 2.6484, -6.1735], [-7.2073, 1.3856, -7.4841], [-5.5460, 0.2912, -6.1141], [3.5648, -0.6164, 3.2031], [3.1415, -0.6534, 4.5026], [2.6990, -1.9252, 4.7780], [2.8637, -2.6876, 3.5969], [3.4014, -1.8526, 2.6500], [3.9364, 0.1952, 2.7247], [3.1791, 0.2156, 5.1245], [2.2997, -2.2690, 5.7183], [2.6152, -3.7263, 3.4577], [3.6794, -2.0340, 1.6285], [3.1377, -1.7587, -1.2008], [3.5238, 3.8900, -0.0884], [3.7715, 2.5451, 0.6651], [5.1308, 2.1293, 0.8278], [2.8086, 1.4957, 0.4615], [3.4096, 3.0233, 2.1483], [3.8399, 3.8255, -1.6422], [3.9113, 5.1175, -2.2173], [3.1623, 2.7979, -2.3634], [5.3586, 3.3454, -1.6598], [5.2244, -4.6636, 4.9632], [4.5551, -5.1577, 6.1189], [4.4851, -6.4951, 6.1739], [4.9258, -7.2478, 5.3495], [3.8475, -6.8286, 7.2872], [3.6977, -8.2416, 7.4816], [5.2188, -3.5789, 5.0264], [6.2577, -5.0059, 4.9366], [4.6975, -4.9668, 4.0582], [4.6700, -8.7233, 7.5518], [3.1149, -8.6795, 6.6745], [3.1656, -8.3720, 8.4184], [-9.3369, -1.3453, -9.5770], [-8.8042, -2.5156, -10.7852], [-11.0470, -1.5982, -9.2231], [-8.3932, -1.5626, -8.0961], [-9.0969, 0.2897, -10.1924], [2.1812, 7.1106, 6.0419], [2.7227, 8.1762, 5.1150], [3.7141, 7.4947, 4.3334], [3.2745, 5.9793, 4.1035], [2.6524, 5.8596, 2.8464], [4.3543, 5.1437, 4.5014], [2.1348, 5.9211, 5.2389], [2.8577, 6.9332, 6.8807], [1.1909, 7.3485, 6.4195], [3.1691, 9.0087, 5.6501], [1.9522, 8.5501, 4.4386], [4.1632, 1.2477, 6.5055], [5.2399, -2.5773, 0.5049]], "forces_ev_per_angstrom": [[-0.8, -0.4, -0.2], [-0.1, -1.7, -0.2], [-1.4, 0.3, -0.5], [-0.5, -0.8, -0.3], [0.9, 0.3, 0.4], [-0.3, -0.9, -0.8], [2.6, 0.6, 1.2], [-2.7, 0.0, -1.5], [-0.4, 1.1, 1.7], [0.9, -2.3, -1.3], [0.2, -0.6, -0.4], [-0.9, -0.1, 0.1], [0.0, -0.3, -0.2], [0.3, -0.1, 0.6], [-0.2, 0.8, -0.4], [-0.7, -0.6, -0.5], [0.1, 0.0, 0.2], [0.2, 0.7, 0.0], [0.5, 0.3, 0.3], [-0.2, 0.3, -0.1], [-2.2, 1.5, -0.6], [0.2, -0.1, 0.0], [0.2, -0.1, 0.0], [0.2, 0.4, -0.1], [0.3, 0.5, 0.3], [-0.4, -0.1, -0.1], [-0.1, 0.1, 0.0], [0.1, 0.1, 0.2], [-0.1, 0.1, 0.2], [0.8, 0.1, 0.3], [0.5, 0.1, 0.0], [0.2, -0.2, -0.1], [-0.4, 1.0, 0.5], [-0.6, 0.8, 0.6], [0.2, 0.5, 0.2], [0.0, -0.5, -0.3], [0.1, 0.0, -0.4], [-0.2, -0.3, -0.1], [0.2, -0.3, 0.6], [0.2, 0.1, -0.6], [-0.1, 0.5, -0.1], [0.0, 0.3, 0.0], [0.2, 0.1, 0.0], [0.1, -0.4, -0.2], [0.0, 0.1, 0.2], [0.0, 0.1, 0.0], [-0.5, 0.4, 0.4], [-0.2, 0.0, -0.2], [-0.8, -0.6, -1.0], [0.0, 0.0, 0.0], [0.0, 0.0, 0.0], [-2.2, 0.8, 1.6], [2.0, -0.1, 0.1], [0.3, -0.5, -0.1], [-0.5, -0.4, 1.1], [0.3, -0.2, -0.1], [-0.1, -0.1, -0.1], [-0.1, 0.3, 0.0], [0.8, 0.2, -1.1], [-0.4, 0.4, 0.4], [-0.3, -0.3, 0.3], [-0.1, -0.1, 0.1], [0.2, 0.1, -0.1], [0.0, 0.2, 0.0], [0.0, 0.0, 0.1], [0.0, 0.0, -0.1], [-0.1, 0.0, 0.1], [-0.1, -0.2, 0.1], [-0.1, 0.0, 0.2], [0.0, -0.2, -0.1], [0.1, -0.1, 0.0], [0.0, 0.0, -0.1], [0.1, 0.0, -0.1], [0.0, 0.2, 0.0], [0.0, 0.0, 0.0], [0.0, 0.0, 0.0], [0.0, 0.0, 0.0], [0.0, 0.0, 0.0], [0.0, 0.0, 0.0], [0.2, 0.0, 0.3], [-0.4, 0.2, -0.2], [0.1, -0.2, 0.4], [-0.1, 0.5, 0.1], [-0.1, -0.3, -0.2], [0.0, -0.3, 0.0], [0.0, 0.1, -0.1], [0.0, 0.0, 0.0], [-0.1, -0.2, -0.1], [0.2, -0.1, -0.1], [0.0, 0.0, 0.0], [0.8, 1.0, 0.9], [4.5, -1.5, -0.9]]}



[2]
{"formula": "C4H6BrI", "method": "ωB97M-V/def2-TZVPD", "e_tot_ev": -82387.0867, "smiles": "C=C[C@@H](Br)CI", "e_lumo_ev": 0.00, "relative_energy_kcal_mol": 0.0, "total_charge": 0, "homo_lumo_gap_ev": 9.716, "species": ["C", "C", "C", "Br", "C", "I", "H", "H", "H", "H", "H", "H"], "coordinates": [[-1.1264, -1.1017, 1.4572], [-0.9171, -0.2329, 0.4839], [0.0175, -0.4539, -0.6385], [-0.9026, -1.2297, -2.2938], [0.8224, 0.8022, -1.2385], [2.3297, 1.6910, 0.1197], [-1.9635, -0.9544, 2.1888], [-0.2994, -1.8044, 1.4622], [-1.5879, 0.5974, 0.3668], [0.4606, -1.3794, -0.3616], [1.3301, 0.5641, -2.1326], [0.1529, 1.5900, -1.4556]], "forces_ev_per_angstrom": [[0.4, 0.7, 0.2], [-1.6, 1.1, -1.0], [0.4, 1.0, -1.0], [-0.1, 0.6, 0.5], [-0.2, -1.8, 2.3], [-0.8, -0.6, -0.5], [1.3, -0.5, -0.6], [-0.7, -0.9, 0.9], [-0.3, 0.5, 0.0], [1.8, -0.2, -0.1], [0.7, -0.5, -0.7], [-0.8, 0.8, 0.0]]}



[3]
{"formula": "C4H12OS2", "method": "ωB97M-V/def2-TZVPD", "e_tot_ev": -28060.7089, "smiles": "CCSSCC.O", "e_lumo_ev": 0.66, "relative_energy_kcal_mol": 3.6, "total_charge": 0, "homo_lumo_gap_ev": 9.381, "species": ["C", "C", "S", "S", "C", "C", "H", "H", "H", "H", "H", "H", "H", "H", "H", "H", "O", "H", "H"], "coordinates": [[-1.3148, -1.9993, -1.2551], [-0.3270, -1.3655, -2.2229], [1.0157, -0.4544, -1.4244], [0.0512, 1.2131, -0.7419], [-0.4135, 0.7325, 0.9284], [-1.0408, 1.8820, 1.7108], [-1.9577, -2.6938, -1.8074], [-1.9992, -1.2485, -0.8542], [-0.8184, -2.5176, -0.4420], [-0.8586, -0.6766, -2.8801], [0.1440, -2.1267, -2.8387], [-1.0677, -0.1310, 1.0425], [0.5049, 0.4862, 1.4563], [-0.8808, 1.7970, 2.7730], [-2.1138, 1.9648, 1.4941], [-0.6631, 2.8440, 1.3314], [0.9623, -0.2266, 4.1032], [0.1459, -0.5362, 4.5280], [1.5574, -0.1408, 4.8623]], "forces_ev_per_angstrom": [[-0.5, 0.1, -0.4], [-0.4, 0.1, 0.2], [0.1, 0.2, -0.1], [-0.3, -0.2, -0.2], [0.3, -0.1, 1.5], [-0.7, 0.9, -1.5], [0.1, -0.1, 0.1], [0.2, 0.0, 0.2], [0.0, -0.1, 0.1], [0.1, 0.0, -0.1], [0.2, -0.1, -0.1], [0.0, -0.1, -0.7], [0.2, -0.2, -0.1], [0.1, -0.1, 0.3], [0.1, -0.2, 0.2], [0.3, -0.2, 0.5], [-0.3, -0.1, 0.7], [0.2, 0.1, -0.4], [0.0, 0.1, -0.3]]}